Entry 1:
This record from the OMol25 dataset describes C34H46N4NiO4SbSeSi3 as an isolated structure. The level of theory is the ωB97M-V functional and the def2-TZVPD basis.

Atoms and positions in Å:
Ni -0.04 1.03 0.69
C 1.19 1.81 -2.45
Sb 2.34 0.41 -1.30
C 1.89 1.07 0.68
C 2.43 0.10 1.66
C 2.31 0.33 3.05
C 2.78 -0.60 3.94
C 3.34 -1.78 3.47
C 3.41 -1.94 2.10
N 2.97 -1.04 1.22
Si 2.47 2.86 1.00
C 1.92 3.76 2.57
C 2.77 4.10 -0.38
C 4.32 2.51 1.44
C 0.93 -1.37 -1.44
C 0.49 -1.81 -0.08
C 0.53 -3.16 0.28
C 0.17 -3.59 1.54
C -0.28 -2.65 2.46
C -0.37 -1.35 2.04
N 0.00 -0.92 0.83
Si 2.13 -2.58 -2.31
C 2.98 -1.78 -3.79
C 1.37 -4.15 -3.05
C 3.50 -3.14 -1.16
Si -0.69 -1.19 -2.47
C -1.86 0.15 -1.93
C -0.42 -1.01 -4.32
C -1.64 -2.82 -2.32
H 1.60 2.81 -2.32
H 0.15 1.88 -2.17
H 1.28 1.54 -3.50
H 1.87 1.26 3.39
H 2.69 -0.42 5.01
H 3.72 -2.55 4.13
H 3.84 -2.85 1.67
H 0.91 3.53 2.90
H 1.93 4.83 2.35
H 2.62 3.58 3.40
H 1.89 4.69 -0.63
H 3.14 3.66 -1.31
H 3.56 4.76 -0.01
H 4.47 1.82 2.27
H 4.82 3.45 1.70
H 4.86 2.10 0.57
H 0.88 -3.89 -0.44
H 0.25 -4.64 1.80
H -0.57 -2.92 3.47
H -0.75 -0.58 2.70
H 2.32 -1.16 -4.40
H 3.35 -2.59 -4.43
H 3.83 -1.17 -3.49
H 0.80 -3.93 -3.95
H 0.72 -4.73 -2.39
H 2.20 -4.79 -3.34
H 4.00 -2.29 -0.72
H 4.23 -3.71 -1.76
H 3.15 -3.79 -0.35
H -1.76 1.07 -2.50
H -1.79 0.44 -0.88
H -2.89 -0.22 -2.08
H 0.16 -0.13 -4.60
H -1.41 -0.90 -4.77
H 0.05 -1.89 -4.77
H -1.68 -3.20 -1.30
H -1.24 -3.60 -2.96
H -2.68 -2.64 -2.64
C -2.68 3.44 2.80
C -1.80 2.37 2.56
N -2.12 1.29 1.89
C -3.40 1.17 1.46
C -4.32 2.22 1.57
C -3.93 3.38 2.26
C -5.61 2.12 0.96
C -6.00 1.00 0.33
C -5.14 -0.15 0.32
C -5.54 -1.38 -0.23
C -4.71 -2.47 -0.13
C -3.49 -2.31 0.54
N -3.07 -1.17 1.03
C -3.86 -0.08 0.91
H -2.31 4.32 3.31
H -0.78 2.45 2.89
H -4.61 4.22 2.33
H -6.27 2.98 1.01
H -6.97 0.93 -0.15
H -6.51 -1.45 -0.72
H -4.99 -3.43 -0.53
H -2.83 -3.16 0.68
O -2.29 3.09 -0.45
Se -0.96 4.00 -0.18
O -1.15 5.10 1.00
O 0.19 2.88 0.47
O -0.31 4.59 -1.53

Values from the calculation:
2S+1: 1
HOMO-LUMO gap (spin up / spin down): 7.2035 / 6.9306 eV
energy relative to the best compared isomer or geometry (same formula, charge and spin): 0.0000 eV
charge: -1


Entry 2:
This record from the OMol25 dataset describes a 2-piece molecular cluster, C5H6N2O overall at a distorted geometry. The level of theory is the ωB97M-V functional and the def2-TZVPD basis.

Atoms and positions in Å:
C 1.68 -1.06 -0.24
C -0.79 1.66 -0.29
C -0.72 -1.29 0.35
C 0.36 1.20 0.08
C 0.34 -0.90 -0.56
N 2.77 -0.87 0.14
N -1.88 -1.15 -0.04
O 1.51 1.50 0.52
H -0.89 2.73 0.12
H -1.65 1.14 -0.75
H -0.47 -1.45 1.49
H 0.11 -0.85 -1.71
H -2.48 -1.44 0.64
H 2.12 0.75 0.25

Values from the calculation:
2S+1: 1
HOMO-LUMO gap: 9.5784 eV
energy relative to the best compared isomer or geometry (same formula, charge and spin): 4.0508 eV
charge: 0


Entry 3:
This record from the OMol25 dataset describes H5Na6O3 as an isolated structure at a distorted geometry. The level of theory is the ωB97M-V functional and the def2-TZVPD basis.

Atoms and positions in Å:
Na -1.24 3.20 0.20
Na -3.00 0.26 -0.18
Na -1.25 1.62 -2.99
Na 0.09 0.71 1.85
Na 0.16 -1.19 -1.59
Na 1.62 1.97 -0.86
O -0.60 0.97 -0.59
H -0.29 0.27 0.02
O 2.33 -1.30 0.15
H 2.44 -0.59 0.78
H 2.48 -0.88 -0.71
O -0.71 -1.35 1.35
H -0.73 -2.10 1.94
H -1.30 -1.59 0.63

Values from the calculation:
2S+1: 2
HOMO-LUMO gap (spin up / spin down): 11.7610 / 5.3191 eV
charge: +6


Entry 4:
This record from the OMol25 dataset describes a 2-piece molecular cluster, C5H13N2 overall at a distorted geometry. The level of theory is the ωB97M-V functional and the def2-TZVPD basis.

Atoms and positions in Å:
N 0.02 -0.15 -1.16
C -0.32 -0.08 0.25
C -1.54 0.72 0.59
C -2.82 0.08 0.16
C -2.96 -1.06 -0.50
C 0.94 0.40 0.99
N 2.05 -0.08 0.30
H -0.20 0.66 -1.72
H -0.34 -1.13 0.59
H 0.97 -0.47 -1.29
H 6.26 -0.77 -1.28
H -1.58 0.82 1.68
H -1.46 1.74 0.21
H -3.72 0.56 0.51
H -2.08 -1.56 -0.89
H -3.94 -1.42 -0.76
H 1.01 0.02 2.04
H 0.95 1.50 1.05
H 5.85 -0.16 -1.44
H 2.90 0.38 0.68

Values from the calculation:
2S+1: 1
HOMO-LUMO gap: 4.6588 eV
energy relative to the best compared isomer or geometry (same formula, charge and spin): 7.8617 eV
charge: +1


Entry 5:
This record from the OMol25 dataset describes one molecule with the formula C15H20N4O4 at a distorted geometry. The level of theory is the ωB97M-V functional and the def2-TZVPD basis.

Atoms and positions in Å:
C -1.02 -4.38 -0.94
C -1.49 -3.86 0.41
O -1.93 -2.52 0.35
C -1.02 -1.51 0.33
C 0.35 -1.67 0.40
C 1.18 -0.56 0.36
C 2.64 -0.83 0.44
O 3.11 -1.84 0.92
N 3.42 0.16 -0.10
N 4.80 0.16 -0.10
C 5.60 1.25 -0.29
N 6.84 0.90 -0.24
N 6.89 -0.41 0.00
C 5.68 -0.86 0.08
C 0.64 0.72 0.30
C -0.74 0.90 0.24
O -1.33 2.14 0.21
C -0.52 3.30 0.23
C -1.45 4.50 0.19
C -1.59 -0.22 0.23
O -2.94 -0.22 0.17
C -3.69 0.92 -0.19
C -5.13 0.47 -0.39
H -0.76 -5.44 -0.85
H -0.14 -3.84 -1.28
H -1.81 -4.27 -1.68
H -0.72 -3.98 1.18
H -2.38 -4.42 0.73
H 0.81 -2.63 0.48
H 3.00 0.96 -0.55
H 5.23 2.24 -0.47
H 5.38 -1.87 0.28
H 1.27 1.59 0.34
H 0.09 3.33 1.14
H 0.14 3.31 -0.65
H -0.87 5.42 0.19
H -2.07 4.47 -0.70
H -2.11 4.49 1.06
H -3.64 1.68 0.60
H -3.29 1.36 -1.11
H -5.75 1.31 -0.66
H -5.50 0.02 0.52
H -5.17 -0.28 -1.18

Values from the calculation:
SMILES string: CCOc1cc(C(=O)Nn2cnnc2)cc(OCC)c1OCC
2S+1: 1
HOMO-LUMO gap: 8.6215 eV
energy relative to the best compared isomer or geometry (same formula, charge and spin): 3.8902 eV
charge: 0


Entry 6:
This record from the OMol25 dataset describes one molecule with the formula C5H8O2. The level of theory is the ωB97M-V functional and the def2-TZVPD basis.

Atoms and positions in Å:
O -2.27 0.68 1.09
C -1.20 -0.19 0.86
C -0.80 -0.52 -0.60
C 0.67 -0.41 -0.18
C 2.49 -0.19 -1.62
O 1.46 0.40 -1.08
C 0.24 0.31 1.11
H -2.10 1.49 0.60
H -1.42 -1.09 1.44
H -1.07 0.30 -1.28
H -1.14 -1.47 -1.03
H 1.19 -1.35 -0.05
H 2.89 0.62 -2.28
H 0.31 1.40 0.98
H 0.74 0.02 2.04

Values from the calculation:
2S+1: 1
HOMO-LUMO gap: 9.5849 eV
energy relative to the best compared isomer or geometry (same formula, charge and spin): 4.0371 eV
charge: 0